Here is a cluster of 12 separate species, C66H168N12O21 in total at a distorted geometry from the OMol25 dataset. Energies are from ωB97M-V with the def2-TZVPD basis set.

Structure (XYZ):
```
267
Properties=species:S:1:pos:R:3:forces:R:3:mulliken_charge:R:1
C 4.954 2.752 7.498 -0.2232 -1.9425 -1.8016 -0.673
O 6.219 2.211 7.115 1.6322 1.0225 0.7822 -0.458
C 6.190 1.212 6.096 -1.1447 0.6355 -0.1998 -0.107
C 7.430 1.135 5.202 2.0614 -0.8911 -0.1446 -0.861
N 7.323 1.178 3.725 -2.1615 1.4964 1.9334 0.468
C 6.894 2.496 3.211 0.4956 -1.7953 -1.1924 -1.189
C 6.681 2.181 1.729 -0.5469 1.1958 -0.8888 0.205
O 7.896 2.432 1.008 0.0754 -0.7301 -0.4141 -0.448
C 7.896 1.791 -0.319 -0.0114 1.1440 1.6726 -0.593
H 4.898 3.424 8.354 0.8398 0.0035 -0.2929 0.248
H 4.321 1.887 7.691 -0.4614 -0.0085 0.4511 0.312
H 4.568 3.153 6.560 -0.5168 0.8217 0.2501 0.250
H 5.350 1.470 5.451 -0.3820 -0.3705 -0.2243 -0.137
H 6.000 0.279 6.626 -0.0876 -0.3276 -0.3833 0.405
H 7.938 0.185 5.370 -0.1954 -0.2814 0.2688 0.473
H 8.180 1.824 5.590 -0.0571 0.6825 0.0810 0.448
H 8.155 0.906 3.221 0.5020 0.1399 0.6814 -0.021
H 7.641 3.288 3.273 0.4140 0.0647 0.0766 0.250
H 6.017 2.913 3.706 -0.2681 -0.5084 -0.0151 0.520
H 5.824 2.754 1.373 0.1338 0.9766 -0.5595 0.423
H 6.289 1.193 1.485 0.5247 -0.6324 0.6920 -0.014
H 7.784 0.716 -0.176 -0.7280 -0.0174 -0.2613 -0.001
H 8.867 1.908 -0.802 0.1047 0.4625 0.2711 0.309
H 7.150 2.382 -0.850 -0.2227 -0.8204 -0.6615 0.472
C 0.785 3.730 1.014 -0.2240 0.8229 -0.6105 -0.794
O 1.958 4.519 1.052 0.1906 -0.7316 -0.4541 -0.069
C 1.951 5.410 2.116 1.2022 0.5472 1.0353 -0.454
C 3.293 6.222 2.169 -1.8710 0.8647 -0.5518 -0.805
N 3.353 7.269 1.134 1.8543 -1.9147 -0.8710 -0.382
C 3.519 6.793 -0.285 0.2100 1.2766 -0.4649 -0.337
C 4.851 6.095 -0.763 0.4264 -1.0050 1.4405 -0.526
O 5.152 5.918 -2.155 0.0017 -0.4662 1.0747 -0.288
C 5.243 7.090 -2.943 -1.1897 -0.7902 0.4138 -0.723
H 0.630 3.175 1.939 0.0809 -0.2625 -0.0136 0.300
H 0.775 3.106 0.120 0.4768 -0.2699 0.3477 -0.006
H -0.053 4.407 0.853 -0.4511 0.1152 0.2974 0.417
H 1.819 4.894 3.066 0.1610 -0.4887 0.3317 0.473
H 1.084 6.070 2.093 -0.1256 0.4889 -0.4155 0.290
H 4.155 5.555 2.169 -0.0055 0.1033 -0.2158 0.160
H 3.306 6.843 3.065 -0.0222 -0.6018 0.5533 0.414
H 2.573 7.902 1.238 -0.0285 -0.1334 -0.3293 0.274
H 3.483 7.758 -0.790 -0.2693 -0.1236 -0.5813 0.425
H 2.702 6.151 -0.612 -0.1173 0.0734 -0.0549 0.209
H 4.846 5.080 -0.365 -0.5248 -0.4018 -0.3448 0.153
H 5.751 6.401 -0.230 0.0727 1.2455 -0.0766 0.379
H 5.576 6.782 -3.934 0.1091 0.0856 0.1147 0.227
H 5.903 7.841 -2.510 -0.1090 0.1828 -0.0021 0.280
H 4.184 7.344 -2.984 0.2075 1.3473 -0.5879 0.303
C -5.588 9.768 1.454 0.7646 0.6591 0.7611 -0.694
O -4.414 8.990 1.215 -1.0722 -0.2645 -0.3045 -0.381
C -4.554 7.697 1.812 0.2823 -0.1573 -0.8851 -0.612
C -5.282 6.582 0.976 -1.4604 0.2092 0.4308 -0.679
N -6.794 6.584 1.072 0.8357 0.3649 -0.5108 -0.090
C -7.458 5.435 0.429 -0.1701 0.0516 1.3189 -0.774
C -8.942 5.348 0.843 0.9938 -0.5471 -1.0005 -0.248
O -9.057 5.299 2.269 1.9318 1.3133 -1.8678 -0.347
C -10.322 4.976 2.640 -1.2699 -0.3289 0.8578 -0.667
H -5.635 9.962 2.526 -0.5857 -0.7306 0.5322 0.273
H -6.499 9.323 1.054 0.0785 0.0847 0.0078 0.258
H -5.436 10.812 1.183 0.1455 -0.2311 -1.1584 0.306
H -4.986 7.852 2.801 -0.2717 -0.3847 0.1603 0.379
H -3.515 7.397 1.946 -0.0473 -0.3643 0.0651 0.317
H -4.991 5.586 1.311 0.6832 -0.0780 0.3234 0.426
H -5.001 6.629 -0.076 0.0391 0.3239 -0.0200 0.390
H -7.028 6.554 2.054 -0.1193 0.0134 0.1626 0.238
H -7.108 4.467 0.787 0.8430 -0.2309 0.1254 0.303
H -7.300 5.426 -0.650 -0.3367 0.2500 -0.0013 0.408
H -9.303 4.409 0.423 -0.0339 -0.4732 0.1085 0.086
H -9.520 6.063 0.259 -0.3818 0.8836 0.9318 0.332
H -10.350 4.993 3.730 -0.1084 -0.2796 0.0209 0.256
H -10.553 3.986 2.246 -0.5033 -0.2425 0.1453 0.208
H -11.058 5.704 2.299 -0.2273 0.0692 -0.2344 0.316
C -8.618 3.828 -3.457 -1.2405 0.4727 0.8862 -0.899
O -8.483 3.345 -2.085 0.7425 1.6134 -3.2447 -0.130
C -8.878 2.045 -1.943 0.5045 -1.9631 3.3029 -0.136
C -7.712 1.046 -2.126 1.7083 -0.9942 0.4485 -0.704
N -7.468 0.031 -1.060 -1.5719 0.6040 0.2798 -0.032
C -8.485 -0.973 -1.079 0.1121 -1.3724 0.5635 -0.434
C -8.070 -2.107 -0.128 -1.3431 0.6739 0.1640 -0.762
O -6.823 -2.663 -0.450 0.4608 -0.3766 0.0924 -0.281
C -6.280 -3.554 0.563 -0.9680 0.6132 -0.7847 -0.865
H -8.099 4.780 -3.569 -0.0435 -0.1141 0.2291 0.243
H -9.698 3.963 -3.520 -0.1357 0.5655 -0.5001 0.362
H -8.391 3.201 -4.320 0.7076 -0.6829 0.5414 0.323
H -9.839 1.655 -2.280 -0.0760 0.6698 -1.2569 -0.012
H -9.102 2.142 -0.881 0.0931 -1.1854 0.6657 0.134
H -6.775 1.602 -2.097 -0.1849 0.4283 -0.5021 0.410
H -7.744 0.453 -3.040 -0.2740 0.4450 -0.6352 0.390
H -6.616 -0.510 -1.070 0.6516 0.8247 -0.7220 0.153
H -8.670 -1.483 -2.024 0.1382 0.3174 -0.8571 0.494
H -9.443 -0.557 -0.768 -0.1672 -0.1531 0.2095 0.058
H -8.843 -2.874 -0.188 -0.1496 -0.2078 0.2180 0.418
H -8.125 -1.617 0.844 0.5118 -0.4280 0.6175 0.359
H -7.073 -4.049 1.124 -0.2438 0.4025 0.3004 0.359
H -5.656 -2.924 1.197 0.2373 -0.5602 0.2174 0.312
H -5.800 -4.401 0.073 0.5974 0.4867 -0.1485 0.259
C 2.580 -7.732 -7.770 -1.0706 -1.1801 -0.2646 -0.871
O 2.527 -6.676 -6.885 -0.6352 1.4183 0.4548 -0.197
C 2.640 -5.418 -7.554 1.9377 0.8656 1.0479 -1.328
C 2.432 -4.159 -6.646 -0.3904 -0.7252 -0.8980 0.244
N 3.561 -3.848 -5.775 0.2459 -1.6850 0.2479 -0.076
C 3.842 -4.886 -4.753 1.0286 1.6310 -0.6169 -1.066
C 2.690 -5.161 -3.814 1.5907 -2.4644 0.3469 -0.347
O 1.797 -4.170 -3.617 0.5467 2.5546 -2.1827 0.437
C 0.908 -4.353 -2.625 -0.8109 1.1150 1.8081 -1.185
H 2.044 -8.578 -7.341 0.2966 -0.1644 0.4941 0.260
H 3.584 -8.069 -8.029 0.1579 0.2764 -0.2542 0.294
H 1.939 -7.532 -8.629 0.4351 0.2197 -0.6274 0.362
H 2.140 -5.379 -8.522 -0.7981 -0.0772 0.2756 0.611
H 3.692 -5.308 -7.816 0.4323 -0.0622 -0.3173 0.383
H 1.470 -4.230 -6.140 -0.1948 -0.0989 0.2905 -0.056
H 2.357 -3.328 -7.348 -0.0955 0.0349 -0.1208 0.441
H 3.375 -3.028 -5.216 -0.1872 0.3389 -0.4205 -0.122
H 4.733 -4.515 -4.248 -0.2223 0.6306 0.6664 0.287
H 4.329 -5.786 -5.130 -0.9699 -0.3572 -0.5798 0.410
H 3.174 -5.328 -2.852 -0.0562 -0.8603 0.3460 0.347
H 2.198 -6.053 -4.202 -0.2729 -0.4016 0.3051 0.433
H 1.364 -4.505 -1.647 0.3671 -1.1616 0.1251 0.672
H 0.130 -5.071 -2.887 -0.1932 -0.1045 0.3194 0.243
H 0.552 -3.349 -2.395 -1.0590 0.0466 -0.4492 -0.114
C -12.502 0.435 -1.283 -0.4206 0.2715 0.5919 -0.825
O -12.098 -0.514 -0.278 -0.5625 -0.0574 -0.3323 -0.271
C -13.031 -0.735 0.822 0.7065 0.4853 0.3906 -0.684
C -12.203 -1.015 2.189 -0.1123 1.4168 -2.6838 -0.654
N -10.992 -0.196 2.084 1.1789 0.1580 1.2956 -0.084
C -9.931 -0.480 3.065 0.7993 1.4565 -0.1363 -0.881
C -8.645 0.513 2.972 -0.3213 -2.2228 0.8821 0.000
O -7.728 -0.154 3.850 1.5283 -0.7951 0.0705 -0.396
C -6.308 0.077 3.623 -1.1374 1.0091 0.7966 -0.649
H -11.766 0.654 -2.057 0.7162 -0.6649 0.4733 0.180
H -12.698 1.402 -0.821 -0.1942 0.0959 0.2070 0.381
H -13.372 0.163 -1.880 -0.3717 -0.4597 0.3819 0.352
H -13.736 -1.534 0.596 0.3683 -0.4862 -0.1107 0.353
H -13.696 0.122 0.928 0.3634 0.4931 0.1544 0.430
H -12.078 -2.095 2.256 0.3672 -0.1421 0.2829 0.356
H -12.752 -0.603 3.036 -0.2664 -0.4260 -0.0055 0.335
H -10.508 -0.173 1.197 -0.8067 -0.4028 -0.4026 0.092
H -9.549 -1.499 2.998 0.2634 -0.1736 -0.2461 0.331
H -10.256 -0.386 4.101 -0.4119 0.1506 -0.0182 0.513
H -8.807 1.500 3.405 -0.4309 0.2054 -0.5396 0.447
H -8.151 0.513 2.000 -0.5464 0.4145 -0.4646 -0.146
H -5.645 -0.628 4.124 -0.6640 -0.7724 -0.2184 0.224
H -6.057 0.988 4.167 0.1031 0.5588 -0.3826 0.325
H -6.050 0.179 2.569 -0.1157 -0.0977 -0.0942 0.232
C 10.703 -0.464 -2.864 -0.4646 -0.4673 0.0915 -0.439
O 9.619 -1.111 -3.569 0.6474 0.0203 1.1652 -0.417
C 8.344 -0.467 -3.365 0.5822 0.0130 -1.1395 0.187
C 7.229 -1.400 -3.926 0.2562 -0.4970 1.9874 -0.863
N 5.955 -0.773 -4.212 0.7330 0.4652 -0.5901 -0.043
C 6.021 -0.088 -5.481 -1.9037 0.4908 -0.8725 -0.774
C 4.510 0.184 -5.949 1.3957 1.0348 -0.4873 -0.957
O 3.642 -0.892 -5.736 0.0889 -0.8557 0.2015 0.128
C 2.350 -0.751 -6.287 0.1682 1.2358 -0.6174 -0.984
H 10.746 -0.705 -1.802 -0.7218 -0.0398 0.3597 -0.024
H 10.670 0.622 -2.947 -0.0730 0.1225 -0.2535 0.304
H 11.684 -0.828 -3.169 -0.2958 -0.0648 -0.8553 0.319
H 8.504 0.480 -3.881 -0.8405 0.3053 -0.3963 0.342
H 8.133 -0.181 -2.334 0.1192 -0.4510 0.3087 -0.228
H 6.985 -2.075 -3.106 0.2512 -0.1652 0.3188 0.298
H 7.603 -2.101 -4.673 0.2873 0.4829 -0.6897 0.472
H 5.273 -1.499 -4.381 -0.1326 -0.2833 0.4102 0.084
H 6.626 -0.627 -6.210 -0.3896 -0.6471 -0.4408 0.472
H 6.573 0.851 -5.444 -0.4251 0.3983 0.4408 0.381
H 4.470 0.504 -6.990 0.3719 -0.4010 -0.5216 0.414
H 4.151 1.097 -5.472 -0.1646 -0.0388 0.8059 0.459
H 2.022 0.281 -6.160 -0.5831 0.0776 1.0343 0.484
H 1.661 -1.517 -5.932 0.2163 0.2622 0.4061 0.091
H 2.290 -0.740 -7.375 0.7135 -0.7911 -0.5105 0.367
C 10.764 1.897 3.071 -0.5838 -0.1347 -0.7555 -0.975
O 9.972 0.754 2.740 0.1191 -1.0643 -0.3446 -0.296
C 10.424 -0.001 1.579 -0.0527 0.2667 0.2107 -0.399
C 9.731 -1.355 1.424 -1.6933 1.4885 0.3531 -0.746
N 8.229 -1.184 1.482 1.1838 -0.6431 -1.1921 0.636
C 7.518 -2.468 1.566 -0.4004 0.9565 0.3952 -1.045
C 6.009 -2.346 1.143 1.5141 -0.9035 1.8132 0.518
O 5.395 -3.653 1.386 -0.3699 1.9608 -1.5371 -0.507
C 4.528 -3.886 0.244 0.6366 -1.3472 1.3194 -0.727
H 10.532 2.651 2.318 0.9626 0.0512 -0.5507 0.309
H 11.788 1.554 3.215 0.2406 0.5485 -0.3683 0.391
H 10.452 2.443 3.962 -0.4506 -0.9094 0.4935 0.239
H 11.500 -0.169 1.622 0.2213 -0.0145 0.3328 0.454
H 10.269 0.495 0.621 -0.3098 0.8604 0.2216 -0.024
H 10.186 -2.065 2.115 -0.4406 -0.3305 0.2653 0.393
H 9.918 -1.653 0.392 0.3396 -0.3470 0.0684 0.321
H 7.875 -0.488 2.123 0.2590 -0.3504 0.3244 -0.353
H 7.663 -2.798 2.595 -0.6873 -0.5916 0.1879 0.305
H 8.019 -3.211 0.946 -0.0698 0.1019 -0.2779 0.333
H 5.980 -1.953 0.127 -0.1823 -0.5656 -0.3312 0.268
H 5.493 -1.610 1.759 0.0533 0.0932 0.1834 -0.358
H 4.056 -4.850 0.433 0.1436 -0.1969 -0.1573 0.350
H 5.242 -3.968 -0.576 -0.7337 0.1828 -0.6826 0.434
H 3.688 -3.198 0.150 0.3976 0.5971 -0.2031 0.176
C 1.099 -4.755 7.568 -0.7087 0.5135 0.1652 -0.732
O 0.879 -3.651 6.691 -0.8146 -0.0461 -0.6523 -0.251
C -0.521 -3.467 6.295 1.1054 0.2488 -0.8821 -0.656
C -0.751 -2.096 5.590 1.7457 -0.5011 -0.4696 -0.477
N -0.268 -2.048 4.198 -1.4783 0.3903 -0.0844 0.011
C -0.168 -0.725 3.419 0.1384 -2.9784 3.2166 -0.629
C 1.048 0.066 3.933 -0.9569 -0.5084 -2.1487 0.130
O 2.117 -0.645 3.325 1.2148 1.4496 0.4492 -0.292
C 3.381 0.067 3.382 -0.8635 -0.5972 -0.3171 -0.717
H 0.343 -4.620 8.341 0.4749 -0.2388 0.8086 0.305
H 2.139 -4.766 7.896 -0.1839 0.6313 0.2979 0.229
H 0.964 -5.782 7.229 -0.4045 0.0275 -1.0665 0.274
H -1.208 -3.551 7.137 0.1723 -0.0023 0.3222 0.517
H -0.749 -4.258 5.580 -0.2608 -0.2408 -0.0616 0.181
H -0.142 -1.386 6.150 -0.3495 0.3671 0.5491 0.286
H -1.812 -1.852 5.646 -0.0806 0.0885 0.0700 0.327
H 0.287 -2.842 3.911 0.1780 0.5724 -0.0668 0.043
H -1.077 -0.145 3.578 -0.2254 -0.1703 -0.0644 0.331
H -0.118 -1.136 2.411 0.4633 1.0749 -0.2383 -0.048
H 1.141 0.278 4.998 -0.0358 -0.8902 0.3521 0.463
H 0.818 1.058 3.544 0.9589 0.6159 -0.7097 -0.049
H 3.204 1.118 3.153 0.1001 0.2349 0.2733 0.329
H 4.037 -0.311 2.598 -0.1652 -0.2272 0.0467 -0.269
H 3.875 -0.090 4.341 -0.0525 0.2202 0.1087 0.620
C -0.666 -4.051 0.450 -0.3012 -0.0878 0.0095 -1.356
C -0.592 -5.204 1.490 -1.0169 -0.7585 0.1261 1.068
C -1.383 -6.490 0.996 -1.3716 2.3460 0.5547 -0.820
O -1.780 -7.517 1.890 0.6177 -0.9010 1.5982 -0.419
C -2.509 -7.224 3.161 0.9936 0.9349 -2.2969 -0.579
N 0.739 -5.536 1.922 0.7001 -0.3662 -0.9126 -0.633
H 0.235 -3.438 0.468 0.0158 0.0499 0.1606 0.288
H -1.532 -3.419 0.648 0.0869 0.2077 0.5536 0.565
H -0.869 -4.274 -0.597 0.4274 -0.8773 -0.0943 0.014
H -1.136 -4.827 2.357 -0.5036 0.0912 0.1596 -0.025
H -0.939 -6.852 0.069 0.2765 -0.7184 0.4466 0.308
H -2.349 -6.077 0.706 -0.1829 0.5379 -0.5716 0.412
H -3.051 -8.123 3.456 0.4338 0.0311 -0.0706 0.250
H -3.221 -6.419 2.976 -0.2903 0.0258 -0.1090 0.257
H -1.819 -6.827 3.906 0.0804 -0.4267 0.1737 0.201
H 1.245 -4.777 2.357 -0.0867 -0.1082 0.1625 0.202
H 0.753 -6.385 2.470 0.1175 0.1682 0.1552 0.252
C 1.920 -0.343 -2.498 -1.6352 -0.0939 -0.1672 -1.526
C 1.429 0.392 -1.223 0.5411 -0.2749 -1.0063 0.826
C -0.112 0.317 -1.004 2.8628 0.8678 -2.4715 -0.691
O -0.378 0.778 0.220 -1.7053 0.6893 2.6645 0.099
C -1.781 1.136 0.366 1.7203 -0.3635 1.9991 -0.920
N 2.141 -0.163 -0.123 0.2681 -0.8895 1.1302 -0.036
H 1.404 0.062 -3.369 0.2567 0.3503 -0.2474 0.353
H 1.547 -1.367 -2.482 0.0500 -0.2602 0.3279 -0.203
H 2.985 -0.436 -2.708 0.0724 0.5591 0.3850 0.461
H 1.716 1.442 -1.266 -0.3650 0.4883 -0.5549 0.086
H -0.443 -0.705 -1.187 -0.5545 0.0203 -0.2961 0.218
H -0.450 1.178 -1.581 -0.7149 -0.9533 -1.7828 0.552
H -2.437 0.325 0.049 -0.0192 0.0215 0.0721 0.274
H -2.114 2.106 -0.003 0.4763 0.0049 -0.7544 0.306
H -1.686 1.248 1.446 -1.4085 -0.0869 0.2447 0.250
H 1.873 0.313 0.726 0.0012 -0.0858 0.3446 -0.180
H 3.123 0.018 -0.274 0.2198 -0.1214 0.1549 0.113
C -2.051 -0.791 -3.931 -1.2275 0.0703 0.3875 -1.225
C -3.446 -1.552 -4.003 2.4313 0.4679 -1.6618 0.213
C -3.275 -3.048 -3.922 -1.1723 -1.3783 0.6091 -0.329
O -3.069 -3.858 -5.093 1.7564 2.2235 1.1149 -0.491
C -1.638 -3.830 -5.403 -1.1374 -1.3870 -0.5858 -0.331
N -4.395 -1.064 -3.033 0.3178 0.5409 -0.4695 -0.396
H -1.443 -0.832 -4.834 -0.3314 -0.1381 -0.1994 0.352
H -1.391 -1.118 -3.127 -0.2365 -0.3542 0.1834 -0.015
H -2.290 0.248 -3.706 0.1418 0.1480 -0.1938 0.463
H -3.799 -1.419 -5.026 -0.4730 0.5811 0.0142 0.386
H -4.227 -3.397 -3.521 -0.0862 -0.3203 0.0410 0.292
H -2.521 -3.250 -3.162 0.2739 -0.3948 0.1020 0.115
H -1.537 -4.890 -5.635 1.0153 0.1431 -0.3688 0.327
H -0.965 -3.554 -4.592 -0.3810 -0.0323 0.3314 -0.053
H -1.384 -3.199 -6.255 -0.2851 0.0118 -0.1489 0.313
H -5.281 -1.484 -3.277 -0.2601 -0.0593 0.5760 0.279
H -4.088 -1.345 -2.112 -0.3382 -0.1694 0.2604 0.186
```
Positions in Å, forces in eV/Å.

The HOMO energy is -8.00 eV. Its total charge is 0. As for the LUMO energy: 0.24 eV. The SMILES is COC[C@H](C)N.COC[C@H](C)N.COC[C@H](C)N.COCCNCCOC.COCCNCCOC.COCCNCCOC.COCCNCCOC.COCCNCCOC.COCCNCCOC.COCCNCCOC.COCCNCCOC.COCCNCCOC. Its total energy is -4851.67473 hartree. The calculation puts the frontier orbital gap at 8.24 eV. The calculation puts the maximum force at 4.39 eV Å⁻¹. The spin multiplicity is 1.